74
Properties=species:S:1:pos:R:3 method="wB97M-V/def2-TZVPD" molar_mass_g_mol=645.19 e_lumo_ev="-16.5 / -16.4" total_charge=+4 gap_ev="2.46 / 2.65" total_energy_ha=-4615.1138 largest_force_ev_per_a=3.3
C -5.2546 -0.6965 -1.8243
C -4.0088 -1.1989 -2.2595
C -3.6556 -0.8054 -3.5799
C -4.2712 0.3250 -4.1462
N -5.2542 1.0050 -3.5276
C -5.8118 0.4284 -2.4525
C -3.1292 -1.9479 -1.3766
C -2.1610 -2.3317 -0.6903
C -1.0747 -2.8778 0.0958
C -0.1255 -2.2610 1.0675
C 1.1958 -2.8956 1.0836
C 1.4006 -4.0886 0.4293
C 0.3132 -4.8630 0.0211
C -0.9148 -4.2404 -0.1669
Sn 1.1692 -0.3465 0.6132
P -0.6452 1.7494 -0.3256
H -2.9076 -1.3750 -4.1336
H -5.7514 -1.1913 -0.9845
H -3.9485 0.7649 -5.1016
H -6.7058 0.9274 -2.0595
H -1.7772 -4.7596 -0.5872
H -0.5815 -1.9937 2.0476
H 0.4180 -5.9115 -0.2091
H 2.0851 -2.4940 1.5749
C 0.2050 3.3474 0.1098
C -0.1163 4.5935 -0.7109
H 1.2836 3.1227 0.0574
H -0.0141 3.5049 1.1762
H 0.5162 5.4208 -0.3654
H 0.0840 4.4516 -1.7796
H -1.1563 4.9230 -0.5912
C -0.8799 1.9592 -2.1658
C -2.0107 2.8769 -2.6215
H -1.0363 0.9385 -2.5516
H 0.0902 2.2963 -2.5638
H -1.9252 3.0358 -3.7057
H -2.9971 2.4316 -2.4255
H -1.9692 3.8678 -2.1522
C -2.3623 1.9415 0.2840
C -2.8974 3.3553 0.4333
H -2.3882 1.4271 1.2548
H -3.0088 1.3422 -0.3722
H -3.8765 3.3385 0.9235
H -2.2452 3.9847 1.0389
H -3.0509 3.8555 -0.5232
Br 3.2387 -4.6609 0.2024
P 2.9294 -0.3094 -1.4863
C 3.0381 1.1824 -2.5556
C 4.4514 1.6550 -2.8887
H 2.4824 1.9677 -2.0131
H 2.4690 0.9917 -3.4756
H 4.3929 2.6136 -3.4204
H 5.0529 1.8247 -1.9871
H 4.9840 0.9440 -3.5363
C 4.5481 -0.4282 -0.5736
C 5.6197 -1.3458 -1.1582
H 4.2833 -0.7602 0.4412
H 4.9617 0.5800 -0.4589
H 6.4358 -1.4606 -0.4293
H 5.2471 -2.3574 -1.3726
H 6.0724 -0.9414 -2.0766
C 2.7827 -1.7671 -2.6097
C 3.4488 -1.6126 -3.9813
H 1.6952 -1.9159 -2.7417
H 3.1496 -2.6664 -2.0855
H 3.2513 -2.5156 -4.5801
H 3.0380 -0.7612 -4.5448
H 4.5425 -1.4927 -3.9181
C -0.4638 -0.7134 4.2239
O 0.2723 0.1416 3.3230
H -0.4480 -1.7461 3.8285
H -1.5196 -0.3935 4.2868
H -0.0231 -0.7391 5.2338
H 0.8988 0.6989 3.8158

=====

80
Properties=species:S:1:pos:R:3 method="wB97M-V/def2-TZVPD" molar_mass_g_mol=602.59 e_lumo_ev=0.0 gap_ev=8.14 total_energy_ha=-3015.5177 largest_force_ev_per_a=5.8
C 1.7603 -4.1311 -3.3618
C 1.9305 -3.5411 -4.8374
Cl 1.2795 -4.5570 -6.2296
C 2.5901 -2.2930 -5.0722
Cl 3.2369 -1.4109 -3.6241
N 2.7077 -1.8732 -6.4816
C 1.5517 -1.0432 -6.9551
C 0.7601 -0.2708 -5.8064
C 1.3342 0.9788 -5.0640
C 0.6096 1.7584 -3.9468
C -0.8007 1.3083 -3.4966
C -1.4311 0.0810 -4.2197
C -0.6899 -0.7005 -5.3657
C -1.4970 -1.9197 -6.0193
S 4.2350 -1.1771 -6.8471
O 5.2761 -1.9711 -6.0867
O 4.3390 0.2922 -6.5875
F 4.5122 -1.4243 -8.5028
H 2.7891 -4.2465 -2.8764
H 1.0777 -3.4531 -2.7481
H 1.2910 -5.1727 -3.4181
H 1.8333 -0.3367 -7.8268
H 0.7943 -1.7842 -7.4199
H 2.3688 1.3494 -5.3747
H 1.1385 2.6413 -3.4616
H -1.3042 1.8908 -2.6499
H -2.4850 -0.2336 -3.8803
H -1.2138 -2.1299 -7.1069
H -2.6046 -1.5840 -6.0454
H -1.4693 -2.8812 -5.3855
C -3.5186 3.8221 0.0403
C -2.0772 3.8803 -0.3902
C -1.1332 4.6839 0.4592
O -1.6910 3.2978 -1.3890
H -4.0828 3.2077 -0.6654
H -3.5917 3.3723 1.0330
H -3.9450 4.8273 0.0479
H -1.1018 4.2709 1.4691
H -1.4529 5.7282 0.4858
H -0.1301 4.6358 0.0298
C 1.7480 1.6793 1.9789
C 0.6042 1.7862 2.9519
C 0.6930 0.9756 4.2157
O -0.3564 2.5023 2.7230
H 1.5490 2.3169 1.1143
H 2.6727 2.0127 2.4545
H 1.8495 0.6473 1.6369
H 1.5709 1.2780 4.7898
H 0.7478 -0.0860 3.9723
H -0.1988 1.1505 4.8218
C -4.5823 -0.8157 -0.1478
C -3.1429 -0.7659 -0.5885
C -2.1887 0.0432 0.2493
O -2.7653 -1.3564 -1.5831
H -5.1529 -1.4338 -0.8445
H -4.6509 -1.2571 0.8488
H -5.0055 0.1912 -0.1457
H -2.1508 -0.3600 1.2639
H -2.5053 1.0881 0.2690
H -1.1887 -0.0111 -0.1868
C 5.1435 -1.1637 4.6201
C 3.7022 -1.1567 5.0559
C 3.4250 -1.1534 6.5358
O 2.7957 -1.1539 4.2435
H 5.1916 -1.1656 3.5290
H 5.6485 -0.2694 4.9914
H 5.6403 -2.0614 4.9939
H 3.8537 -0.2586 6.9922
H 3.8457 -2.0506 6.9947
H 2.3454 -1.1483 6.7021
C -3.3194 0.6794 8.0329
C -2.4222 -0.1378 7.1415
C -3.0819 -1.0867 6.1764
O -1.2111 -0.0355 7.1989
H -2.7079 1.3172 8.6747
H -3.9688 1.3136 7.4257
H -3.9180 0.0189 8.6638
H -3.7208 -0.5307 5.4867
H -3.6700 -1.8256 6.7248
H -2.3146 -1.6079 5.5998

=====

81
Properties=species:S:1:pos:R:3 method="wB97M-V/def2-TZVPD" molar_mass_g_mol=750.00 spin_multiplicity=3 e_lumo_ev="0.0 / 0.0" de_lowest_kj_mol=0.0 gap_ev="8.71 / 8.71" total_energy_ha=-3723.2801 largest_force_ev_per_a=1.7
C -4.8472 0.4746 1.5914
C -4.8525 -1.0164 1.7430
H -5.6511 0.8166 0.9305
H -3.8907 0.7909 1.1577
H -4.9673 0.9722 2.5706
C -5.9277 -1.8036 1.5556
C -7.2875 -1.3032 1.2005
H -5.8526 -2.8921 1.6423
H -7.2680 -0.5328 0.4104
H -7.8056 -0.8778 2.0798
H -7.8931 -2.1383 0.8248
Pr 1.2749 2.0728 0.1283
Cl 2.9192 3.2038 1.8000
Cl -0.3779 1.6450 2.3465
C 2.9620 -0.3996 1.2887
O 2.7859 0.0716 0.1280
N 3.2005 -1.6850 1.5499
C 3.3891 -2.7001 0.4972
C 3.1609 -2.1686 2.9300
H 2.8767 0.2542 2.1797
H 3.8987 -2.2462 -0.3574
H 2.4348 -3.1371 0.1537
H 4.0069 -3.4985 0.9270
H 3.2965 -1.3423 3.6288
H 3.9706 -2.8814 3.0794
H 2.2025 -2.6473 3.1632
H -1.8179 4.6749 -3.1865
H -1.6369 2.1084 -1.9652
C -1.3324 4.1659 -4.0316
C -1.4437 1.8820 -3.0257
N -0.6306 2.9602 -3.5781
H -0.6152 4.8485 -4.4920
C 0.6720 2.9884 -3.2754
O 1.1850 2.3065 -2.3431
H -0.9083 0.9294 -3.0956
H 1.2697 3.6630 -3.9061
H -2.1017 3.8782 -4.7630
H -2.3998 1.8484 -3.5542
O -2.6718 -1.2724 0.9467
C -3.4912 -1.6157 2.0524
C -3.7637 -4.0484 1.3032
C -3.5503 -3.1106 2.3264
H -3.7544 -3.7284 0.2507
C -4.0559 -5.3779 1.6328
H -3.1140 -1.0752 2.9310
C -3.5212 -3.5240 3.6635
H -4.2385 -6.1083 0.8295
C -4.1533 -5.7552 2.9738
C -3.8663 -4.8333 3.9862
H -3.2759 -2.7852 4.4287
H -4.4643 -6.7728 3.2192
H -3.9420 -5.1292 5.0302
Si -1.2337 -1.8401 0.3080
Cl -0.8601 3.8010 -0.5631
C -1.5698 -2.8652 -1.2148
C -0.2361 -2.7609 1.6005
C -0.3302 -0.3526 -0.3516
H -2.0991 -3.7911 -0.9727
H -0.6114 -3.1383 -1.6810
H -2.1693 -2.2985 -1.9434
H -0.9804 0.3444 -0.9004
H 0.5411 -0.6096 -0.9677
H -0.0265 0.0886 0.6323
H -0.8279 -3.5915 2.0066
H 0.0253 -2.1008 2.4395
H 0.6887 -3.1908 1.1839
N 8.8419 5.1081 -2.4115
C 7.7681 4.8020 -3.1974
O 7.8517 4.8031 -4.4177
C 6.4844 4.3883 -2.4901
C 6.4406 4.0454 -1.1231
C 5.2389 3.5571 -0.5841
N 4.1123 3.3816 -1.2895
C 4.1533 3.7037 -2.5948
C 5.2965 4.2096 -3.2288
H 9.6593 5.4962 -2.8776
H 8.7720 5.3053 -1.4224
H 7.2937 4.1057 -0.4492
H 5.1890 3.2944 0.4724
H 3.2297 3.5275 -3.1635
H 5.2230 4.4291 -4.3067

=====

Please write out number 2 again, unchanged.
80
Properties=species:S:1:pos:R:3 method="wB97M-V/def2-TZVPD" molar_mass_g_mol=602.59 e_lumo_ev=0.0 gap_ev=8.14 total_energy_ha=-3015.5177 largest_force_ev_per_a=5.8
C 1.7603 -4.1311 -3.3618
C 1.9305 -3.5411 -4.8374
Cl 1.2795 -4.5570 -6.2296
C 2.5901 -2.2930 -5.0722
Cl 3.2369 -1.4109 -3.6241
N 2.7077 -1.8732 -6.4816
C 1.5517 -1.0432 -6.9551
C 0.7601 -0.2708 -5.8064
C 1.3342 0.9788 -5.0640
C 0.6096 1.7584 -3.9468
C -0.8007 1.3083 -3.4966
C -1.4311 0.0810 -4.2197
C -0.6899 -0.7005 -5.3657
C -1.4970 -1.9197 -6.0193
S 4.2350 -1.1771 -6.8471
O 5.2761 -1.9711 -6.0867
O 4.3390 0.2922 -6.5875
F 4.5122 -1.4243 -8.5028
H 2.7891 -4.2465 -2.8764
H 1.0777 -3.4531 -2.7481
H 1.2910 -5.1727 -3.4181
H 1.8333 -0.3367 -7.8268
H 0.7943 -1.7842 -7.4199
H 2.3688 1.3494 -5.3747
H 1.1385 2.6413 -3.4616
H -1.3042 1.8908 -2.6499
H -2.4850 -0.2336 -3.8803
H -1.2138 -2.1299 -7.1069
H -2.6046 -1.5840 -6.0454
H -1.4693 -2.8812 -5.3855
C -3.5186 3.8221 0.0403
C -2.0772 3.8803 -0.3902
C -1.1332 4.6839 0.4592
O -1.6910 3.2978 -1.3890
H -4.0828 3.2077 -0.6654
H -3.5917 3.3723 1.0330
H -3.9450 4.8273 0.0479
H -1.1018 4.2709 1.4691
H -1.4529 5.7282 0.4858
H -0.1301 4.6358 0.0298
C 1.7480 1.6793 1.9789
C 0.6042 1.7862 2.9519
C 0.6930 0.9756 4.2157
O -0.3564 2.5023 2.7230
H 1.5490 2.3169 1.1143
H 2.6727 2.0127 2.4545
H 1.8495 0.6473 1.6369
H 1.5709 1.2780 4.7898
H 0.7478 -0.0860 3.9723
H -0.1988 1.1505 4.8218
C -4.5823 -0.8157 -0.1478
C -3.1429 -0.7659 -0.5885
C -2.1887 0.0432 0.2493
O -2.7653 -1.3564 -1.5831
H -5.1529 -1.4338 -0.8445
H -4.6509 -1.2571 0.8488
H -5.0055 0.1912 -0.1457
H -2.1508 -0.3600 1.2639
H -2.5053 1.0881 0.2690
H -1.1887 -0.0111 -0.1868
C 5.1435 -1.1637 4.6201
C 3.7022 -1.1567 5.0559
C 3.4250 -1.1534 6.5358
O 2.7957 -1.1539 4.2435
H 5.1916 -1.1656 3.5290
H 5.6485 -0.2694 4.9914
H 5.6403 -2.0614 4.9939
H 3.8537 -0.2586 6.9922
H 3.8457 -2.0506 6.9947
H 2.3454 -1.1483 6.7021
C -3.3194 0.6794 8.0329
C -2.4222 -0.1378 7.1415
C -3.0819 -1.0867 6.1764
O -1.2111 -0.0355 7.1989
H -2.7079 1.3172 8.6747
H -3.9688 1.3136 7.4257
H -3.9180 0.0189 8.6638
H -3.7208 -0.5307 5.4867
H -3.6700 -1.8256 6.7248
H -2.3146 -1.6079 5.5998

=====

Repeat the second record exactly.
80
Properties=species:S:1:pos:R:3 method="wB97M-V/def2-TZVPD" molar_mass_g_mol=602.59 e_lumo_ev=0.0 gap_ev=8.14 total_energy_ha=-3015.5177 largest_force_ev_per_a=5.8
C 1.7603 -4.1311 -3.3618
C 1.9305 -3.5411 -4.8374
Cl 1.2795 -4.5570 -6.2296
C 2.5901 -2.2930 -5.0722
Cl 3.2369 -1.4109 -3.6241
N 2.7077 -1.8732 -6.4816
C 1.5517 -1.0432 -6.9551
C 0.7601 -0.2708 -5.8064
C 1.3342 0.9788 -5.0640
C 0.6096 1.7584 -3.9468
C -0.8007 1.3083 -3.4966
C -1.4311 0.0810 -4.2197
C -0.6899 -0.7005 -5.3657
C -1.4970 -1.9197 -6.0193
S 4.2350 -1.1771 -6.8471
O 5.2761 -1.9711 -6.0867
O 4.3390 0.2922 -6.5875
F 4.5122 -1.4243 -8.5028
H 2.7891 -4.2465 -2.8764
H 1.0777 -3.4531 -2.7481
H 1.2910 -5.1727 -3.4181
H 1.8333 -0.3367 -7.8268
H 0.7943 -1.7842 -7.4199
H 2.3688 1.3494 -5.3747
H 1.1385 2.6413 -3.4616
H -1.3042 1.8908 -2.6499
H -2.4850 -0.2336 -3.8803
H -1.2138 -2.1299 -7.1069
H -2.6046 -1.5840 -6.0454
H -1.4693 -2.8812 -5.3855
C -3.5186 3.8221 0.0403
C -2.0772 3.8803 -0.3902
C -1.1332 4.6839 0.4592
O -1.6910 3.2978 -1.3890
H -4.0828 3.2077 -0.6654
H -3.5917 3.3723 1.0330
H -3.9450 4.8273 0.0479
H -1.1018 4.2709 1.4691
H -1.4529 5.7282 0.4858
H -0.1301 4.6358 0.0298
C 1.7480 1.6793 1.9789
C 0.6042 1.7862 2.9519
C 0.6930 0.9756 4.2157
O -0.3564 2.5023 2.7230
H 1.5490 2.3169 1.1143
H 2.6727 2.0127 2.4545
H 1.8495 0.6473 1.6369
H 1.5709 1.2780 4.7898
H 0.7478 -0.0860 3.9723
H -0.1988 1.1505 4.8218
C -4.5823 -0.8157 -0.1478
C -3.1429 -0.7659 -0.5885
C -2.1887 0.0432 0.2493
O -2.7653 -1.3564 -1.5831
H -5.1529 -1.4338 -0.8445
H -4.6509 -1.2571 0.8488
H -5.0055 0.1912 -0.1457
H -2.1508 -0.3600 1.2639
H -2.5053 1.0881 0.2690
H -1.1887 -0.0111 -0.1868
C 5.1435 -1.1637 4.6201
C 3.7022 -1.1567 5.0559
C 3.4250 -1.1534 6.5358
O 2.7957 -1.1539 4.2435
H 5.1916 -1.1656 3.5290
H 5.6485 -0.2694 4.9914
H 5.6403 -2.0614 4.9939
H 3.8537 -0.2586 6.9922
H 3.8457 -2.0506 6.9947
H 2.3454 -1.1483 6.7021
C -3.3194 0.6794 8.0329
C -2.4222 -0.1378 7.1415
C -3.0819 -1.0867 6.1764
O -1.2111 -0.0355 7.1989
H -2.7079 1.3172 8.6747
H -3.9688 1.3136 7.4257
H -3.9180 0.0189 8.6638
H -3.7208 -0.5307 5.4867
H -3.6700 -1.8256 6.7248
H -2.3146 -1.6079 5.5998